1.
The following is a quantum chemistry calculation of a structure of composition C37H42BiN5O2PS2 in a non-equilibrium geometry, from OMol25.

* relative energy (zero: lowest compared OMol25 entry of this formula, charge and spin): 1.093 eV
* <S²>: 0.755
* energy: -87390.5868 eV
* spin multiplicity: 2
* max |F|: 4.0 eV/Å

Atoms and positions in Å:
Bi (0.435, 1.708, -1.373)
C (-1.818, -1.974, 3.703)
C (-1.278, -3.025, 2.670)
N (-1.248, -2.627, 1.255)
C (-2.473, -2.480, 0.525)
C (-3.182, -1.115, 0.737)
C (-4.557, -1.005, 0.731)
C (-5.152, 0.219, 1.030)
C (-4.301, 1.341, 1.411)
C (-2.934, 1.075, 1.294)
C (-1.964, 2.185, 1.657)
N (-0.838, 1.873, 2.436)
C (-1.066, 1.709, 3.866)
C (-1.779, 0.385, 4.179)
N (-1.006, -0.765, 3.744)
N (-2.361, -0.102, 1.005)
H (-1.863, -2.475, 4.699)
H (-2.855, -1.832, 3.423)
H (-1.969, -3.859, 2.861)
H (-0.302, -3.338, 2.909)
H (-0.603, -3.271, 0.856)
H (-3.214, -3.259, 0.576)
H (-2.186, -2.423, -0.531)
H (-5.157, -1.847, 0.500)
H (-6.215, 0.314, 0.796)
H (-4.612, 2.325, 1.656)
H (-2.577, 2.953, 2.116)
H (-1.610, 2.771, 0.731)
H (-0.052, 2.471, 2.181)
H (-1.770, 2.478, 4.256)
H (-0.163, 1.851, 4.429)
H (-2.742, 0.418, 3.684)
H (-1.958, 0.389, 5.190)
H (-0.721, -0.570, 2.827)
O (2.500, 3.384, -2.701)
C (2.398, 2.240, -2.329)
C (3.427, 1.166, -2.698)
C (4.545, 1.514, -3.445)
C (5.506, 0.599, -3.851)
C (5.454, -0.712, -3.361)
C (4.381, -1.040, -2.506)
C (3.372, -0.142, -2.221)
P (1.917, -0.690, -1.188)
C (2.599, -0.894, 0.399)
C (1.726, -0.842, 1.553)
C (2.227, -1.088, 2.844)
C (3.584, -1.365, 3.003)
C (4.444, -1.441, 1.918)
C (3.937, -1.223, 0.639)
C (1.387, -2.322, -1.802)
C (1.657, -3.420, -0.969)
C (1.079, -4.678, -1.306)
C (0.240, -4.764, -2.412)
C (0.075, -3.651, -3.254)
C (0.617, -2.419, -2.979)
H (4.628, 2.551, -3.878)
H (6.410, 0.865, -4.419)
H (6.285, -1.415, -3.559)
H (4.323, -2.050, -2.111)
H (0.678, -0.404, 1.467)
H (1.529, -1.134, 3.698)
H (3.886, -1.533, 4.027)
H (5.489, -1.663, 2.041)
H (4.692, -1.104, -0.148)
H (2.426, -3.273, -0.235)
H (1.209, -5.555, -0.596)
H (-0.302, -5.654, -2.596)
H (-0.538, -3.756, -4.129)
H (0.442, -1.549, -3.545)
O (0.085, 4.028, -0.860)
N (1.265, 4.680, -0.701)
C (1.390, 5.820, -1.320)
C (2.553, 6.630, -1.332)
C (3.531, 6.264, -0.468)
C (3.385, 5.111, 0.276)
C (2.249, 4.302, 0.228)
S (1.917, 3.034, 1.272)
H (0.592, 6.027, -1.982)
H (2.619, 7.434, -2.023)
H (4.488, 6.794, -0.394)
H (4.032, 4.849, 1.074)
C (-6.882, -1.225, -2.909)
S (-5.295, -1.775, -3.610)
C (-4.211, -0.571, -2.716)
H (-7.209, -1.705, -2.002)
H (-7.726, -1.447, -3.577)
H (-6.817, -0.185, -2.775)
H (-4.425, 0.400, -3.107)
H (-3.142, -0.891, -2.807)
H (-4.532, -0.616, -1.649)


2.
The following is a quantum chemistry calculation of an isolated molecule of C5H8N2O in a non-equilibrium geometry, from OMol25.

* relative energy (zero: lowest compared OMol25 entry of this formula, charge and spin): 4.853 eV
* energy: -10337.8736 eV
* max |F|: 4.0 eV/Å
* SMILES: O=C(N1CC1)N1CC1

Atoms and positions in Å:
C (-0.034, 0.611, -0.209)
C (-2.086, -0.069, 0.838)
C (-1.918, -0.971, -0.363)
C (1.943, -0.102, 0.829)
C (2.109, -0.759, -0.502)
H (-1.412, -0.170, 1.736)
H (-3.043, 0.383, 0.763)
H (-2.827, -1.152, -1.040)
H (-1.023, -1.689, -0.378)
H (2.138, -0.623, 1.714)
H (1.622, 1.064, 0.946)
H (2.450, -1.837, -0.427)
H (2.294, -0.195, -1.477)
N (-1.477, 0.512, -0.474)
N (0.729, -0.686, 0.031)
O (0.619, 1.648, -0.286)


3.
The following is a quantum chemistry calculation of a structure of composition C36H30BrIrN2P2Te, from OMol25.

* relative energy (zero: lowest compared OMol25 entry of this formula, charge and spin): 0.000 eV
* <S²>: 8.799
* energy: -139540.9274 eV
* total charge: +1
* spin multiplicity: 6
* max |F|: 0.5 eV/Å

Atoms and positions in Å:
Ir (1.488, -0.173, 1.826)
Te (-0.921, 0.134, -2.714)
C (-2.987, 0.062, -2.267)
C (-3.645, 1.202, -1.823)
C (-4.989, 1.099, -1.490)
N (-5.684, -0.032, -1.582)
C (-5.046, -1.110, -2.030)
C (-3.702, -1.118, -2.384)
C (-0.302, 0.073, -0.724)
P (0.536, -1.342, -0.019)
C (1.980, -1.725, -1.049)
C (2.552, -0.758, -1.873)
C (3.755, -1.010, -2.518)
C (4.395, -2.229, -2.347)
C (3.833, -3.196, -1.521)
C (2.637, -2.944, -0.868)
C (-0.612, -2.726, -0.117)
C (-1.586, -2.828, 0.875)
C (-2.580, -3.788, 0.772)
C (-2.599, -4.653, -0.315)
C (-1.624, -4.560, -1.299)
C (-0.632, -3.596, -1.207)
P (-0.051, 1.339, 0.526)
C (-1.307, 1.088, 1.804)
C (-2.549, 0.576, 1.586)
C (-3.451, 0.366, 2.652)
C (-3.089, 0.757, 3.961)
C (-1.859, 1.268, 4.225)
C (-0.784, 1.346, 3.192)
C (-0.339, 2.949, -0.245)
C (0.598, 3.408, -1.173)
C (0.418, 4.627, -1.805)
C (-0.693, 5.405, -1.500)
C (-1.618, 4.962, -0.566)
C (-1.446, 3.736, 0.061)
H (-3.134, 2.154, -1.739)
H (-5.528, 1.969, -1.130)
H (-5.632, -2.019, -2.106)
H (-3.236, -2.038, -2.713)
H (2.074, 0.208, -1.996)
H (4.190, -0.254, -3.159)
H (5.329, -2.427, -2.857)
H (4.329, -4.149, -1.386)
H (2.210, -3.700, -0.218)
H (-1.568, -2.156, 1.726)
H (-3.336, -3.865, 1.543)
H (-3.374, -5.405, -0.391)
H (-1.637, -5.239, -2.142)
H (0.118, -3.516, -1.985)
H (-2.861, 0.315, 0.583)
H (-4.424, -0.061, 2.451)
H (-3.812, 0.659, 4.761)
H (-1.604, 1.580, 5.231)
H (-0.319, 2.342, 3.227)
H (1.470, 2.805, -1.406)
H (1.141, 4.975, -2.530)
H (-0.834, 6.360, -1.989)
H (-2.479, 5.573, -0.326)
H (-2.171, 3.390, 0.788)
C (0.359, 0.337, 3.511)
H (0.996, 0.721, 4.311)
H (-0.065, -0.618, 3.850)
Br (7.843, 0.946, -0.236)
C (6.095, 0.664, 0.380)
C (5.148, 1.672, 0.274)
C (3.869, 1.416, 0.718)
N (3.511, 0.240, 1.257)
C (4.440, -0.719, 1.370)
C (5.741, -0.552, 0.940)
H (5.396, 2.633, -0.153)
H (3.086, 2.159, 0.648)
H (4.113, -1.653, 1.808)
H (6.455, -1.356, 1.040)